C44H67BIKN3O7P | ωB97M-V/def2-TZVPD

## Properties
Orbital gap in eV: 2.5422
ΔE to the lowest compared entry with this formula, charge and spin in kcal per mole: 47.8
Highest occupied orbital energy in Eh: 0.0368
Net charge: -2
Spin multiplicity: 1
Electronic energy in Ha: -3671.768335
Largest force on an atom in eV/Å: 0.77

The geometry in XYZ format:
```
125
Properties=species:S:1:pos:R:3:forces:R:3
H 4.238 1.250 1.806 0.006 0.003 -0.007
H 2.233 0.339 -1.098 -0.024 -0.079 -0.090
C -3.013 4.664 0.116 -0.026 -0.026 0.053
H 2.861 0.430 1.057 0.038 0.006 0.044
P -0.984 2.748 -0.942 -0.226 0.012 0.164
C 0.145 5.410 -1.136 -0.015 0.022 0.040
C 4.706 -1.625 1.524 -0.040 0.052 -0.016
C 0.721 -0.636 3.964 0.057 -0.030 -0.021
H -2.390 0.026 -4.567 0.007 -0.007 0.012
H 2.533 1.833 -3.574 0.001 0.001 -0.006
C -0.009 -1.885 -5.184 -0.014 0.005 0.016
H 4.914 -0.540 3.371 0.012 -0.014 0.011
C -1.178 -6.941 3.868 -0.024 0.002 0.033
H -5.203 0.123 5.662 0.025 0.011 0.031
H -3.830 4.705 0.845 0.000 0.000 -0.011
H 0.816 0.684 -1.636 0.194 -0.008 0.183
H -4.274 1.150 3.624 -0.026 -0.014 -0.032
C -2.566 3.211 -0.054 -0.085 0.035 -0.114
H -1.360 -0.135 4.186 -0.027 -0.027 0.013
H -0.123 4.282 0.680 0.012 -0.016 0.020
H -3.773 5.848 -4.222 0.000 0.001 0.002
H -2.213 5.304 0.490 0.002 0.001 -0.001
H 0.241 -6.598 1.531 -0.007 -0.001 -0.008
H -0.186 1.578 2.201 -0.043 -0.028 0.017
O -6.179 -1.576 5.089 0.031 0.018 -0.035
H -2.368 -4.581 4.281 -0.004 0.004 -0.013
H 3.233 -0.806 2.869 -0.018 0.054 0.016
C -2.368 4.253 -4.559 -0.028 0.019 -0.008
O 3.712 -2.487 0.907 0.023 -0.002 -0.032
H -3.961 2.680 -1.627 -0.006 -0.001 0.008
H 1.927 3.313 -1.373 -0.011 -0.019 0.010
C -3.705 2.356 -0.615 0.013 0.035 0.001
O -2.817 -2.343 -0.424 -0.195 -0.136 -0.030
H 3.906 1.475 0.081 -0.001 0.004 0.021
C -0.068 1.573 4.380 -0.007 0.034 0.003
N -0.810 -3.376 1.443 -0.160 -0.252 0.161
H 6.664 0.428 1.210 0.002 0.009 -0.011
C 1.903 -0.044 -4.397 0.011 -0.010 -0.036
H -2.449 -7.929 4.968 0.002 0.044 0.016
H -2.931 -1.814 0.401 -0.069 -0.068 -0.098
C -1.257 3.079 -2.713 0.088 -0.103 -0.009
C 3.891 0.752 0.899 0.004 -0.023 0.036
H 0.904 6.099 -0.749 -0.013 0.003 0.003
C -0.986 2.310 -4.998 -0.045 0.023 0.008
C 5.982 -2.452 1.601 0.008 -0.032 -0.046
H 2.308 4.269 0.071 -0.007 -0.001 -0.009
C -1.812 3.317 -5.438 0.022 0.010 -0.001
H 0.446 -4.491 0.278 -0.015 0.003 -0.032
H -4.524 -1.379 6.314 -0.009 -0.049 -0.001
H -2.236 -3.047 -0.077 -0.093 -0.004 0.003
H -5.956 -2.140 4.337 -0.017 0.009 0.015
H 0.844 -3.774 -6.835 -0.002 0.002 -0.007
H -2.344 2.839 0.954 0.020 0.000 0.003
H -1.864 -0.289 -2.926 0.001 0.001 0.001
H 2.400 -3.019 -7.198 0.001 -0.004 -0.006
H -3.444 -2.947 4.659 0.013 0.019 0.009
C 0.180 4.097 -0.358 0.124 -0.023 -0.116
C 4.799 -0.412 0.532 -0.066 -0.017 0.082
C -4.943 -0.910 5.416 -0.024 0.030 0.016
H -0.883 -7.799 3.253 -0.038 -0.021 -0.019
H -3.431 1.301 -0.665 0.012 0.003 0.005
H -0.952 2.211 4.395 0.016 0.008 0.003
C -0.411 0.109 4.652 0.000 0.023 -0.026
C 0.562 0.163 -4.021 0.065 0.013 -0.003
H 4.177 -2.146 3.531 0.009 0.000 0.000
H -0.558 1.615 -5.712 -0.016 0.011 -0.005
H -4.596 2.437 0.013 0.009 0.001 0.004
H -0.823 5.909 -1.078 -0.003 -0.021 -0.025
C -3.953 -0.943 4.290 -0.022 0.061 -0.072
H 2.221 -4.028 -5.766 0.000 0.007 0.006
H -2.489 4.815 -2.522 -0.003 -0.022 0.003
C -1.117 -5.700 3.026 0.019 0.009 -0.027
C -0.201 -4.524 1.156 0.011 0.080 0.091
O -2.492 -7.147 4.411 0.039 -0.051 -0.020
H 0.355 5.230 -2.192 0.016 -0.006 0.007
H 1.320 2.276 2.832 -0.002 0.014 -0.048
H -2.028 3.395 -6.501 0.003 -0.015 0.001
H 5.773 -3.348 2.187 0.009 0.007 0.004
O 4.290 -0.969 -0.710 0.131 -0.034 -0.048
C -1.823 -0.674 -3.947 0.037 -0.006 -0.009
N 0.231 1.230 -3.187 -0.124 -0.073 0.105
H 0.658 1.956 5.105 0.000 -0.007 0.005
H -2.321 -1.643 -3.965 -0.009 -0.001 -0.019
H 3.290 -1.277 -5.456 -0.005 0.000 -0.003
C 4.224 -1.251 2.909 -0.022 -0.044 0.034
H -0.479 -0.133 5.713 0.020 0.020 0.004
C 2.247 -1.142 -5.178 0.023 0.026 0.013
C -2.377 -2.209 2.876 -0.072 0.117 0.077
H 1.550 -0.823 4.658 0.038 -0.044 -0.015
C -0.652 2.149 -3.619 0.168 0.047 -0.073
H 0.397 -1.582 3.526 -0.029 0.025 -0.037
C 0.566 1.501 2.995 0.010 -0.041 0.005
H 1.669 2.613 0.219 -0.021 0.005 -0.006
H 6.840 -0.695 -0.155 -0.004 -0.004 0.016
C -3.246 5.374 -5.053 0.033 -0.017 -0.004
H 3.669 1.141 -4.754 0.006 -0.013 0.002
C -2.933 0.037 2.355 0.024 -0.131 -0.041
H 6.790 -1.898 2.079 -0.001 -0.004 0.004
I 2.702 -3.258 -1.920 -0.151 -0.055 -0.046
C -2.065 4.099 -3.216 -0.031 0.023 0.071
C -1.673 -3.351 2.581 0.133 -0.086 -0.013
H -0.761 -2.619 -5.461 0.000 -0.001 0.006
O 1.304 0.249 -0.862 0.322 0.272 -0.460
H -0.459 -6.865 4.697 0.033 -0.013 -0.002
C -1.762 -4.569 3.384 -0.026 0.070 -0.030
C 6.211 0.082 0.278 0.013 0.032 -0.011
C -0.396 -0.797 -4.410 -0.018 -0.045 0.012
H -4.000 5.013 -5.759 -0.010 0.004 0.002
C 2.977 0.908 -3.940 -0.007 -0.002 -0.008
C -3.287 -2.089 4.012 0.086 -0.042 -0.066
C -3.760 0.215 3.444 -0.022 -0.059 0.095
H -3.394 5.091 -0.812 0.012 0.013 0.003
B 3.632 -2.124 -0.397 0.041 0.153 -0.036
C -0.298 -5.714 1.849 0.036 0.024 0.057
O 1.213 0.230 2.919 -0.075 -0.059 0.035
H 3.568 0.466 -3.129 -0.017 0.006 0.010
C 1.307 -2.076 -5.590 -0.005 -0.009 0.015
H 6.176 0.921 -0.418 0.006 -0.004 0.005
N -2.254 -1.060 2.021 -0.560 0.123 0.508
C 1.607 3.540 -0.351 -0.009 0.033 0.004
H 6.305 -2.768 0.608 0.018 0.017 0.004
K -0.577 -1.051 0.140 0.536 0.178 -0.315
C 1.714 -3.287 -6.391 -0.006 0.025 0.025
H -2.674 6.156 -5.565 0.000 -0.001 0.000
H -2.799 0.878 1.670 0.006 0.008 -0.012
```
Positions in Å, forces in eV/Å.

Löwdin population analysis, charges in e, atoms 1 to 99:
1. H 0.101
2. H 0.002
3. C -0.125
4. H 0.077
5. P 1.113
6. C -0.131
7. C -0.450
8. C -0.170
9. H 0.076
10. H 0.063
11. C -0.027
12. H 0.098
13. C -0.237
14. H 0.099
15. H 0.072
16. H -0.010
17. H 0.066
18. C -0.566
19. H 0.068
20. H 0.094
21. H 0.063
22. H 0.052
23. H 0.059
24. H 0.105
25. O -0.100
26. H 0.087
27. H 0.065
28. C -0.312
29. O 0.086
30. H 0.068
31. H 0.073
32. C -0.131
33. O -0.166
34. H 0.094
35. C -0.154
36. N -0.051
37. H 0.093
38. C -0.212
39. H 0.063
40. H -0.018
41. C -0.303
42. C -0.011
43. H 0.067
44. C -0.038
45. C -0.014
46. H 0.070
47. C -0.075
48. H 0.065
49. H 0.100
50. H -0.004
51. H 0.071
52. H 0.065
53. H 0.070
54. H 0.075
55. H 0.067
56. H 0.096
57. C -0.546
58. C -0.447
59. C -0.239
60. H 0.101
61. H 0.064
62. H 0.106
63. C -0.150
64. C -0.242
65. H 0.099
66. H 0.105
67. H 0.076
68. H 0.051
69. C -0.279
70. H 0.067
71. H 0.078
72. C -0.274
73. C -0.234
74. O -0.084
75. H 0.073
76. H 0.112
77. H 0.100
78. H 0.095
79. O 0.038
80. C -0.029
81. N 0.003
82. H 0.103
83. H 0.077
84. H 0.113
85. C 0.005
86. H 0.114
87. C -0.062
88. C -0.268
89. H 0.109
90. C -0.327
91. H 0.116
92. C -0.198
93. H 0.035
94. H 0.084
95. C -0.084
96. H 0.070
97. C -0.246
98. H 0.087
99. I 1.001